Below is the molecule C15H17N3O3S at a distorted geometry, with properties calculated with ωB97M-V/def2-TZVPD.

Positions of all 39 atoms, in Å:
C -0.0859 -3.0846 -3.1953
C 0.3245 -2.0480 -2.1986
C -0.4177 -0.9074 -1.9186
C -0.0102 0.0075 -0.9653
C 1.1575 -0.2017 -0.2433
C 1.9339 -1.3217 -0.5336
C 1.5196 -2.2171 -1.4972
H 2.1303 -3.0816 -1.7130
H 2.8605 -1.4880 -0.0022
N 1.5733 0.6892 0.7518
C 0.7438 1.4281 1.5541
O -0.4652 1.3923 1.4907
C 1.4699 2.2686 2.5474
C 2.6986 2.8718 2.2909
C 3.2748 3.6545 3.2771
C 2.5996 3.8044 4.4805
N 1.4280 3.2444 4.7297
C 0.8766 2.5055 3.7887
H -0.0857 2.0679 4.0172
H 3.0092 4.4066 5.2804
H 4.2217 4.1447 3.1126
H 3.1829 2.7617 1.3300
H 2.5465 0.6277 1.0155
H -0.6058 0.8896 -0.8077
S -2.0156 -0.4726 -2.6486
O -2.0848 0.9543 -2.7318
O -2.2650 -1.2236 -3.8459
N -3.1384 -0.9709 -1.5191
C -3.1591 -2.3941 -1.3019
H -4.1172 -2.6785 -0.8661
H -3.0505 -2.8723 -2.2720
H -2.3528 -2.7246 -0.6332
C -3.2545 -0.1557 -0.3349
H -4.2318 -0.3247 0.1182
H -3.1796 0.8829 -0.6447
H -2.4744 -0.3702 0.4048
H -0.8353 -2.6927 -3.8741
H 0.7793 -3.4207 -3.7633
H -0.5009 -3.9509 -2.6791

The SMILES is Cc1ccc(NC(=O)c2cccnc2)cc1S(=O)(=O)N(C)C. Its maximum force is 1.06 eV Å⁻¹. The HOMO energy comes out at -8.9 eV. The frontier orbital gap comes out at 0.3316 hartree.